Arrangement one

{"formula": "C3H10NOS", "method": "ωB97M-V/def2-TZVPD", "charge": -1, "e_homo_ev": -2.770, "homo_lumo_gap_ev": 6.9, "e_lumo_ha": 0.15047, "symbols": ["S", "O", "N", "C", "C", "C", "H", "H", "H", "H", "H", "H", "H", "H", "H", "H"], "coordinates": [[-1.0540, 0.3461, -2.2107], [1.8479, -0.7475, -1.6176], [1.1028, -0.9658, 1.6039], [-1.5656, 0.8235, -0.5175], [-0.4332, 0.7787, 0.5018], [-0.1872, -0.6244, 1.0230], [2.3089, -0.0693, -2.1354], [-1.0767, -0.8773, 1.6399], [1.5776, -1.4886, 0.8798], [1.6607, -0.1423, 1.7616], [-0.7438, 1.4909, 1.2863], [-2.3577, 0.1324, -0.2010], [0.9115, -0.4255, -1.7503], [-0.4182, -1.2654, 0.1826], [-2.0361, 1.7827, -0.5326], [0.4631, 1.2517, 0.0862]]}



Arrangement two

{"formula": "C3H10NOS", "method": "ωB97M-V/def2-TZVPD", "charge": -1, "e_homo_ev": -2.801, "homo_lumo_gap_ev": 6.9, "e_lumo_ha": 0.15061, "symbols": ["S", "O", "N", "C", "C", "C", "H", "H", "H", "H", "H", "H", "H", "H", "H", "H"], "coordinates": [[-0.2428, 0.1610, 0.1599], [-1.9700, -1.5326, -1.9143], [1.8261, 0.0475, 2.5960], [1.5016, 0.6612, 0.1905], [-2.6335, -0.3742, -2.4007], [1.9554, 1.0819, 1.5865], [1.6814, 1.4506, -0.5448], [-1.5498, -1.1991, -1.0951], [2.4297, -0.7358, 2.4548], [-3.0915, 0.1466, -1.5608], [1.3821, 1.9389, 1.9440], [3.0116, 1.3819, 1.5360], [-3.3984, -0.6915, -3.1093], [0.8756, -0.2920, 2.5585], [-1.9168, 0.2872, -2.8868], [2.1352, -0.1907, -0.0936]]}



We find arrangement one to be the most stable, with the next structure 36.0 kJ/mol higher.



Arrangement one

{"formula": "C5H9N2O2", "method": "ωB97M-V/def2-TZVPD", "charge": 1, "e_homo_ev": [-14.703, -14.817], "homo_lumo_gap_ev": [8.8, 7.6], "e_lumo_ha": [-0.21750, -0.26689], "symbols": ["O", "O", "N", "N", "C", "C", "C", "C", "C", "H", "H", "H", "H", "H", "H", "H", "H", "H"], "coordinates": [[-4.5806, 0.7976, -0.4317], [-3.4107, -0.9174, 0.4439], [-1.0651, 0.5152, -0.4066], [-2.2934, -1.3073, 1.0664], [0.2870, 0.4662, -0.3355], [0.8411, 0.5833, 1.2055], [-2.1896, 0.8538, -0.7358], [-3.5543, 0.2530, -0.1992], [0.7562, -0.8113, -1.0431], [0.5397, 1.4218, -0.8434], [0.4579, 1.4929, 1.7070], [0.2552, -0.9501, -1.9415], [0.6346, -0.4396, 1.7018], [1.8758, -0.8398, -1.0570], [-2.3348, -2.3452, 1.1395], [0.3606, -1.6212, -0.2615], [1.8384, 0.7208, 1.0379], [-2.4600, 1.3849, -1.6157]]}



Arrangement two

{"formula": "C5H9N2O2", "method": "ωB97M-V/def2-TZVPD", "charge": 1, "e_homo_ev": -13.184, "homo_lumo_gap_ev": 8.2, "e_lumo_ha": -0.18161, "symbols": ["O", "O", "N", "N", "C", "C", "C", "C", "C", "H", "H", "H", "H", "H", "H", "H", "H", "H"], "coordinates": [[0.7065, -0.8718, -1.8676], [1.6596, 2.2792, 3.3215], [1.3817, -0.1234, -0.7356], [1.4665, 1.3853, 2.3486], [-0.7037, 1.4217, -0.2799], [0.3669, 0.3179, 0.1940], [-0.2889, -1.0768, 0.2598], [0.9942, 0.9713, 1.3612], [-0.1791, -1.8126, -1.2306], [2.4359, 2.0782, 3.8437], [-1.7451, 0.9969, -0.1032], [0.2644, -2.7956, -1.0279], [-0.6166, 1.5978, -1.3616], [0.3365, -1.7371, 0.9223], [-0.6273, 2.3992, 0.2540], [1.9362, 0.5178, -1.3416], [-1.1948, -1.9829, -1.8357], [-1.4073, -1.0273, 0.5233]]}



We find arrangement one to be the most stable, with the next structure 53.1 kJ/mol higher.



Arrangement one

{"formula": "C8H7NO2S", "method": "ωB97M-V/def2-TZVPD", "e_homo_ev": -9.118, "homo_lumo_gap_ev": 8.0, "e_lumo_ha": -0.04216, "symbols": ["S", "O", "O", "N", "C", "C", "C", "C", "C", "C", "C", "C", "H", "H", "H", "H", "H", "H", "H"], "coordinates": [[-2.7343, -0.9169, -2.3045], [-0.6859, -3.9392, 0.8187], [-1.8590, -2.4145, 1.8313], [-1.2449, -2.8662, 0.8889], [-1.0338, -1.9573, -0.3107], [1.2340, 1.7208, 0.1321], [0.7798, 1.0252, 1.2998], [-2.5416, -1.3399, -0.6989], [0.0017, -0.0919, 1.1466], [0.9820, 1.0925, -1.1484], [-0.2518, -0.7031, -0.0554], [0.2556, -0.0417, -1.2717], [-0.2847, -0.6034, 2.0574], [1.2904, 1.5538, -2.0787], [-0.7860, -2.4441, -1.2307], [-3.1562, -1.1855, 0.1213], [1.9549, 2.5200, 0.2000], [0.9431, 1.5471, 2.1608], [-0.1279, -0.2487, -2.2331]]}



Arrangement two

{"formula": "C8H7NO2S", "method": "ωB97M-V/def2-TZVPD", "e_homo_ev": [-8.649, -7.834], "homo_lumo_gap_ev": [7.8, 7.3], "e_lumo_ha": [-0.03147, -0.01996], "symbols": ["S", "O", "O", "N", "C", "C", "C", "C", "C", "C", "C", "C", "H", "H", "H", "H", "H", "H", "H"], "coordinates": [[-1.7484, 0.0131, 3.2116], [-3.0677, -0.8716, 0.9352], [-0.6610, 1.6992, 1.4745], [-1.6101, 0.1062, -0.5922], [-0.2539, -0.1386, -0.7085], [0.5885, -0.6204, 0.2539], [2.5801, -0.3914, -0.9722], [0.4127, 0.1116, -1.9403], [1.9521, -0.6458, 0.2102], [-1.3301, 0.4940, 1.6386], [1.7542, -0.0225, -2.0846], [-2.1152, -0.1397, 0.6576], [-2.8286, -0.6913, 2.9784], [-0.1002, 0.7256, -2.7098], [2.1264, 0.3243, -3.0267], [-2.1074, -0.1218, -1.4949], [3.6322, -0.5388, -0.8785], [0.1221, 1.6767, 2.0262], [2.6541, -0.9689, 1.0212]]}



Arrangement three

{"formula": "C8H7NO2S", "method": "ωB97M-V/def2-TZVPD", "e_homo_ev": -8.961, "homo_lumo_gap_ev": 8.4, "e_lumo_ha": -0.01952, "symbols": ["S", "O", "O", "N", "C", "C", "C", "C", "C", "C", "C", "C", "H", "H", "H", "H", "H", "H", "H"], "coordinates": [[-2.5388, 0.5145, 0.1375], [-2.2735, -1.8638, -1.2393], [-2.6669, -0.0980, 1.4586], [-1.2034, 1.5148, 0.3008], [1.9387, -1.7589, 0.2832], [0.7397, -1.9361, -0.3820], [-0.2330, -0.9510, -0.2525], [2.2245, -0.5761, 1.0290], [0.1963, 0.1540, 0.3238], [1.3427, 0.4745, 0.9473], [-1.0327, 2.3926, -0.8370], [-1.6475, -0.9685, -0.7399], [3.0939, -0.5853, 1.5032], [2.8115, -2.5019, 0.3142], [-1.7166, 3.0892, -0.6611], [-1.0634, 1.8193, -1.8878], [1.6229, 1.3845, 1.3262], [-0.1060, 2.7603, -0.6510], [0.5115, -2.8639, -0.9732]]}



We find arrangement two to be the most stable, with the next structure 6.3 kJ/mol higher.



Arrangement one

{"formula": "C4H9NO4", "method": "ωB97M-V/def2-TZVPD", "e_homo_ev": -9.017, "homo_lumo_gap_ev": 9.5, "e_lumo_ha": 0.01675, "symbols": ["O", "O", "O", "O", "N", "C", "C", "C", "C", "H", "H", "H", "H", "H", "H", "H", "H", "H"], "coordinates": [[0.1175, -2.5531, 0.8119], [1.3821, 1.0577, -0.9536], [-1.2628, 0.1680, -0.9029], [1.0998, -1.6720, -1.7844], [0.6814, 0.9112, 0.2680], [1.0618, -0.2846, 0.9528], [-0.7357, 1.0916, 0.0222], [0.5832, -1.4854, 0.8092], [-1.4990, 1.1214, 1.3393], [-1.2845, -0.7137, -0.5077], [-2.5362, 1.3810, 1.1465], [0.8131, -1.9646, -2.6587], [1.9445, -0.1692, 1.5671], [-1.0572, 1.8621, 1.9976], [2.0250, -1.4377, -1.8472], [0.9499, 0.4759, -1.6041], [-1.4629, 0.1486, 1.8259], [-0.8199, 2.0627, -0.4818]]}



Arrangement two

{"formula": "C4H9NO4", "method": "ωB97M-V/def2-TZVPD", "e_homo_ev": -8.884, "homo_lumo_gap_ev": 9.1, "e_lumo_ha": 0.00715, "symbols": ["O", "O", "O", "O", "N", "C", "C", "C", "C", "H", "H", "H", "H", "H", "H", "H", "H", "H"], "coordinates": [[0.6455, 0.2379, 0.8358], [-0.9417, -0.5003, -2.2583], [1.2237, -0.7864, -1.6101], [0.7521, 2.6287, -0.5272], [-0.4508, -1.9894, -0.4627], [-0.1694, -0.5960, -1.2649], [-0.1274, 1.8529, -0.8121], [-0.2950, 0.4936, -0.1586], [0.3597, 0.7997, 2.1004], [1.7718, -0.6030, -0.8350], [0.2931, 1.8963, 2.0433], [-0.5865, 0.3966, 2.4952], [-1.3296, 0.4463, 0.2296], [0.0009, -2.7086, -1.0784], [-0.8899, 2.0929, -1.5831], [-1.4529, -2.1176, -0.3265], [1.1795, 0.5216, 2.7710], [0.0168, -2.0651, 0.4418]]}



Arrangement three

{"formula": "C4H9NO4", "method": "ωB97M-V/def2-TZVPD", "e_homo_ev": -9.979, "homo_lumo_gap_ev": 10.6, "e_lumo_ha": 0.02231, "symbols": ["O", "O", "O", "O", "N", "C", "C", "C", "C", "H", "H", "H", "H", "H", "H", "H", "H", "H"], "coordinates": [[-1.6056, -0.2420, 0.7456], [0.1471, -0.0798, -1.2239], [0.6091, -2.4481, -0.9815], [0.5246, -0.8097, 1.1005], [-0.0198, 1.4005, 1.1894], [-0.3100, 0.1074, 0.8533], [1.0383, -1.3758, -0.6961], [2.4725, -0.9416, -0.7331], [-2.5793, 0.7514, 0.4377], [-0.6367, -0.4908, -1.6122], [2.5807, 0.1399, -0.7572], [-2.3027, 1.3099, -0.4647], [2.9430, -1.3097, 0.1801], [2.9629, -1.3942, -1.5934], [0.9670, 1.5961, 1.2500], [-3.5043, 0.2088, 0.2473], [-2.7177, 1.4358, 1.2754], [-0.5690, 2.1420, 0.7828]]}



Arrangement four

{"formula": "C4H9NO4", "method": "ωB97M-V/def2-TZVPD", "e_homo_ev": -9.380, "homo_lumo_gap_ev": 9.8, "e_lumo_ha": 0.01635, "symbols": ["O", "O", "O", "O", "N", "C", "C", "C", "C", "H", "H", "H", "H", "H", "H", "H", "H", "H"], "coordinates": [[1.7402, 0.5249, -0.3882], [-0.0129, -0.9410, -0.3910], [-2.0196, -1.5944, -1.2070], [-1.8489, -1.0958, 1.0871], [-1.6704, 0.6816, -0.4010], [-0.4511, 1.3278, 0.0819], [-1.4092, -0.9482, -0.3422], [0.5656, 0.1804, 0.2428], [2.8215, -0.3541, -0.1460], [-2.6927, -1.5574, 1.0544], [-2.4849, 0.7530, 0.3258], [-0.0762, 2.0638, -0.6360], [3.7066, 0.0858, -0.6178], [-0.6492, 1.8184, 1.0387], [3.0022, -0.4595, 0.9359], [-1.9107, 0.9227, -1.3598], [2.6326, -1.3470, -0.5805], [0.7570, -0.0609, 1.3031]]}



We find arrangement three to be the most stable, with the next structure 12.8 kJ/mol higher.



Arrangement one

{"formula": "C9H36O9", "method": "ωB97M-V/def2-TZVPD", "e_homo_ev": -9.477, "homo_lumo_gap_ev": 9.6, "e_lumo_ha": 0.00441, "symbols": ["O", "O", "O", "O", "O", "O", "O", "O", "O", "C", "C", "C", "C", "C", "C", "C", "C", "C", "H", "H", "H", "H", "H", "H", "H", "H", "H", "H", "H", "H", "H", "H", "H", "H", "H", "H", "H", "H", "H", "H", "H", "H", "H", "H", "H", "H", "H", "H", "H", "H", "H", "H", "H", "H"], "coordinates": [[0.0488, -1.0591, 0.1372], [-2.9854, 1.8318, 1.8966], [3.4872, -1.6629, 0.9023], [2.5473, -1.3345, -3.9431], [0.4654, 4.9784, -1.1517], [-4.6077, 2.0337, -2.7544], [-0.4723, -2.1559, 2.6163], [3.9793, 0.9677, -0.3837], [-0.6749, -3.6862, -0.8930], [-0.3745, -3.5304, 2.8654], [-0.8037, 4.5467, -0.4950], [-3.5599, 1.5608, -2.0542], [-0.3515, 0.2339, -0.2209], [-0.9765, -3.7036, -2.2420], [3.4496, 2.0602, 0.3399], [-2.8875, 0.7677, 2.8723], [1.7182, -0.9406, -2.8205], [3.1197, -1.3651, 2.2645], [0.0131, -1.2269, 1.0459], [-0.6351, -1.6029, 3.4964], [-2.9458, 0.0245, 2.4033], [4.0577, 3.0356, 0.3313], [-1.5230, 4.3397, -1.2298], [-3.0260, 0.7107, -2.5528], [2.6629, -0.2808, 2.0881], [-2.9630, 2.6050, 2.4029], [-0.6557, 3.7132, 0.2373], [-3.5387, 1.0715, 3.9105], [-1.1790, 0.3995, -0.8905], [2.4723, -0.7578, -2.1797], [-0.0773, -3.9926, -2.6538], [-2.6513, 2.2136, -1.6814], [1.2152, -1.8221, -2.5245], [-0.6537, -3.9138, 3.8037], [3.8666, -1.4107, 3.0771], [-0.9009, -4.1308, 2.1289], [-0.9489, 5.3590, 0.2178], [2.3322, -2.1248, 2.6963], [-4.2867, 2.0268, -3.6960], [-1.8174, -4.3294, -2.5662], [3.0722, 1.8691, 1.3181], [2.8743, -2.3409, 0.6755], [0.3699, 1.0834, -0.6327], [2.5228, 2.5720, -0.0032], [-0.2169, -2.8534, -0.8143], [-1.8153, 0.6831, 3.0576], [-3.9574, 0.9242, -1.2390], [1.1262, -0.2321, -2.9834], [-0.7553, 0.5675, 0.6642], [2.4218, -0.8971, -4.7145], [0.9838, 5.5501, -0.4225], [0.6967, -3.8001, 2.8409], [-1.0765, -2.6084, -2.6919], [3.8152, 0.0332, 0.1442]]}



Arrangement two

{"formula": "C9H36O9", "method": "ωB97M-V/def2-TZVPD", "e_homo_ev": -9.258, "homo_lumo_gap_ev": 9.4, "e_lumo_ha": 0.00430, "symbols": ["O", "O", "O", "O", "O", "O", "O", "O", "O", "C", "C", "C", "C", "C", "C", "C", "C", "C", "H", "H", "H", "H", "H", "H", "H", "H", "H", "H", "H", "H", "H", "H", "H", "H", "H", "H", "H", "H", "H", "H", "H", "H", "H", "H", "H", "H", "H", "H", "H", "H", "H", "H", "H", "H"], "coordinates": [[-1.7529, -1.4360, 2.4594], [0.4367, 0.5722, 0.3711], [-4.7208, -0.3640, -0.1872], [2.7757, -3.9855, -0.6713], [2.2977, 0.1852, 0.7049], [1.0277, -1.5512, -2.7892], [-1.1094, 0.6569, 1.8399], [0.2561, 2.1042, -3.2891], [1.2328, 3.8189, 0.8558], [2.3933, -2.5759, -0.9462], [-0.4255, 1.4432, -2.2398], [-0.5799, -2.1043, 2.9640], [0.5290, 2.7730, 0.1941], [-3.5922, 0.3067, 0.2655], [-1.6360, 1.9305, 1.5193], [-0.0596, -0.7313, 0.0594], [-0.1982, -0.9688, -3.1431], [2.8439, -0.7620, 1.5634], [-0.6230, -0.4556, -2.2803], [-1.7224, 2.1777, 0.4612], [-0.9881, 2.1744, -1.6594], [1.6104, -0.8713, -2.4433], [-0.4025, 2.7638, -3.5187], [-3.5255, 0.9196, 1.1645], [2.6407, 1.0818, 0.7161], [0.0329, -0.2853, -3.9601], [-2.6248, 2.0197, 1.9693], [-0.9046, 2.5946, 1.9799], [0.1648, 0.8673, -1.5271], [-0.8352, -1.7633, -3.5317], [-2.7742, -0.3997, 0.4066], [-4.5687, -1.2477, 0.1556], [1.3471, 0.5555, 0.6751], [-0.5466, 2.9484, 0.2092], [2.9419, -1.8368, -0.3623], [3.6855, -4.1395, -0.9364], [1.3728, -2.2879, -0.6935], [0.8370, 4.6874, 0.7526], [2.7907, -1.8363, 1.3867], [-0.0178, -1.3383, 3.4984], [0.0774, -1.4956, 0.8243], [-0.4065, 0.4128, 1.2333], [0.8038, 1.8031, 0.6088], [-3.3058, 1.0309, -0.4971], [0.4973, -0.9508, -0.8515], [-1.1306, -0.6572, -0.1294], [3.8745, -0.4723, 1.7686], [-0.8328, -2.9813, 3.5598], [2.4210, -0.6323, 2.5595], [2.2850, -2.2675, -1.9860], [0.7811, 2.7291, -0.8655], [-1.5383, -0.5305, 2.2238], [0.0686, -2.3860, 2.1344], [-1.2030, 0.7575, -2.5764]]}



We find arrangement one to be the most stable, with the next structure 525.4 kJ/mol higher.